{
  "formula": "C37H26Cl5N4OPReS",
  "method": "ωB97M-V/def2-TZVPD",
  "species": ["C", "H", "H", "C", "C", "H", "C", "C", "C", "Cl", "H", "C", "C", "H", "N", "C", "H", "C", "C", "C", "C", "C", "C", "H", "Cl", "C", "H", "C", "S", "H", "H", "H", "C", "C", "H", "C", "Cl", "C", "N", "C", "H", "H", "C", "N", "N", "H", "H", "C", "C", "H", "H", "Cl", "C", "Re", "H", "C", "C", "H", "H", "C", "C", "H", "H", "C", "Cl", "C", "C", "C", "C", "H", "H", "P", "C", "C", "H", "O"],
  "coordinates": [[1.6461, -3.9221, 0.2191], [1.2898, -1.4948, 4.0770], [2.7808, -1.9097, 1.3483], [-2.9132, -0.3158, 2.2566], [1.0514, 1.9790, 2.4026], [-3.0496, 6.5456, 2.1624], [1.2291, -0.5225, 3.6043], [0.3088, -5.4174, 1.5423], [2.8187, -1.0183, 0.7393], [4.4533, -1.1429, -5.9080], [-1.6724, -4.7437, 2.0212], [3.8414, -0.0971, 0.8659], [2.4900, 2.2693, -5.1797], [2.7372, 2.5134, 3.6092], [-2.6233, -2.5523, -3.4511], [2.1231, 0.4825, 3.9490], [2.8770, 0.2989, 4.7041], [-1.6712, -1.7976, -2.8979], [2.0450, 1.7273, 3.3359], [1.4969, -5.1289, 0.8863], [-3.9673, -1.2141, 2.3079], [0.1394, 0.9763, 2.0625], [-3.1191, -0.2260, -0.1489], [4.6367, 1.7703, 0.1200], [4.4190, 1.7781, -6.9746], [-0.7432, -4.5100, 1.5173], [-4.6717, -1.4297, -1.0016], [-1.2558, 4.1201, 0.6366], [-1.4191, -0.1903, -3.6323], [2.5697, -3.7032, -0.3052], [-0.4922, 3.9900, -0.1211], [-2.4459, 0.0084, 3.1783], [3.8468, 1.0353, 0.0583], [1.8202, -0.7906, -0.1971], [2.7546, 2.0990, -1.4615], [2.8102, 1.2239, -0.8269], [2.4331, 3.8865, -5.7120], [1.6662, 1.8094, -4.1808], [-0.9861, -2.2199, -1.8898], [-0.6107, -3.3126, 0.8357], [-1.4379, -2.6119, 0.7867], [2.3081, -5.8445, 0.8903], [0.2440, -0.2825, 2.6579], [-0.0513, -1.3272, -1.4557], [1.8115, 0.3353, -0.9419], [0.1978, -6.3566, 2.0675], [-2.7362, -3.5013, -3.1285], [3.3635, 1.3154, -5.7198], [1.6177, 0.5304, -3.6603], [-3.2505, 2.3171, 2.7248], [-5.4098, -2.3302, 1.1801], [2.5327, -1.9892, -3.5818], [-2.4699, 0.1652, 1.0213], [0.1489, 0.5749, -2.2053], [-4.3103, -1.5860, 3.2647], [-4.5869, -1.6285, 1.1350], [0.5926, -3.0108, 0.1971], [4.6330, -0.2597, 1.5850], [-4.0291, 4.5771, 3.2873], [-3.2485, 4.4476, 2.5499], [3.3741, -0.0046, -5.2327], [-3.0732, -2.2777, -4.3071], [-2.8161, 0.1907, -1.1012], [-4.1694, -1.1284, -0.0912], [0.4653, 2.8147, -3.3191], [-2.6982, 5.5529, 1.9151], [0.7400, -1.7221, -0.4952], [2.5120, -0.3834, -4.2008], [-2.8036, 3.1738, 2.2343], [-0.4340, -1.0815, 2.3899], [0.9656, 2.9692, 1.9683], [-1.1674, 1.3840, 0.9014], [-1.8043, 3.0086, 1.2775], [-1.7049, 5.3902, 0.9575], [-1.2865, 6.2544, 0.4585], [-0.6627, 1.4706, -0.5617]],
  "e_above_lowest_kcal_mol": 4.9,
  "lumo_energy_ev": [-7.137, -7.562],
  "homo_ev": [-13.8, -13.6],
  "spin_multiplicity": 2,
  "charge": 2,
  "gap_ev": [6.616, 6.053]
}

{
  "formula": "C22H35O3W",
  "method": "ωB97M-V/def2-TZVPD",
  "species": ["C", "H", "H", "H", "H", "C", "H", "C", "H", "C", "H", "H", "H", "O", "H", "H", "C", "C", "C", "C", "H", "C", "H", "O", "H", "H", "C", "H", "H", "C", "C", "H", "H", "C", "C", "C", "W", "H", "H", "C", "O", "H", "H", "C", "C", "H", "C", "H", "H", "H", "H", "C", "H", "C", "H", "H", "H", "C", "H", "H", "H"],
  "coordinates": [[0.1048, -0.6472, -5.1359], [1.0164, -2.2576, 5.0092], [-1.7855, 0.2419, -0.7853], [2.2557, -0.7617, -5.0667], [-1.1200, -2.2796, -4.4994], [-2.2354, 0.9865, 2.6526], [-0.9383, 2.8250, 4.4259], [0.0069, -2.7634, 3.0557], [2.1077, 0.6676, -1.0190], [0.0715, 1.3895, -4.7568], [3.0122, 1.1845, 4.0764], [0.7302, 1.1114, 4.9649], [1.4623, -2.0748, -5.9724], [-0.0609, 0.1856, -3.9663], [-0.4137, -1.5838, -0.8005], [2.7020, 2.6673, 4.9824], [0.1468, 0.5939, -6.0568], [-2.2345, 0.4348, 3.9927], [1.3914, -1.4327, -5.0834], [0.9397, 1.7990, 4.1176], [0.2345, 3.7004, 3.3997], [0.3170, -2.3755, 1.7032], [-0.7396, -3.4917, 3.3535], [1.0778, -0.8320, -1.9897], [-1.6265, 0.5459, -2.5249], [0.1087, 1.4577, -0.2481], [-1.0936, -1.5449, -5.3090], [-0.1314, -2.7711, 0.7934], [0.9969, 1.9309, -4.5222], [-2.4394, -0.1085, 1.7380], [-0.3305, -1.0315, -1.7546], [-2.1927, 2.0366, 2.3925], [-2.6105, -0.0026, 0.6692], [1.4477, -1.4793, 1.7503], [-2.4282, -0.9843, 3.8911], [2.4253, 2.1054, 4.0854], [-0.4197, -0.4677, 2.7669], [2.7281, -0.8286, 3.4821], [-0.0999, 2.2530, -1.8252], [-2.5603, -1.3215, 2.4976], [0.5709, 1.1585, 2.8881], [-2.8026, -2.3023, 2.0890], [1.7071, 1.0240, -2.7283], [-1.0802, 0.2960, -1.6116], [0.0507, 1.2916, -1.3374], [1.4082, -2.0628, -4.1889], [0.1185, 3.0613, 4.2854], [-0.7450, -1.6660, -2.5472], [1.9623, -1.0674, 0.8855], [-1.0132, -2.0798, -6.2628], [2.6699, 2.7001, 3.1949], [1.8343, -1.3355, 3.1264], [-0.8036, 2.0345, -4.6370], [1.3342, 0.5732, -1.7965], [-2.2010, 1.0139, 4.9126], [1.0700, 0.7129, -6.6203], [-0.7419, 0.6993, -6.6792], [0.9398, -2.1159, 3.9330], [-2.5433, -1.6612, 4.7349], [0.4578, 3.6065, 5.1699], [-2.0161, -0.9577, -5.2943]],
  "e_above_lowest_kcal_mol": 4.1,
  "lumo_energy_ev": [-2.601, -4.707],
  "homo_ev": [-11.3, -11.4],
  "spin_multiplicity": 3,
  "charge": 1,
  "gap_ev": [8.705, 6.647]
}

{
  "formula": "C5H13BrSi",
  "method": "ωB97M-V/def2-TZVPD",
  "species": ["H", "H", "C", "C", "H", "H", "H", "H", "Br", "H", "H", "H", "H", "H", "Si", "C", "H", "H", "C", "C"],
  "coordinates": [[-1.2411, 0.7527, -0.5599], [0.2078, -2.3212, 1.9542], [-1.0186, -0.3128, -0.6171], [-0.5206, -1.9943, 1.1770], [-1.9569, -0.9903, -0.5699], [-0.4677, -0.4345, -1.5706], [-0.1595, 1.3884, 1.6646], [0.8390, 2.8428, -2.0524], [3.4913, -0.1448, 1.2767], [-0.2894, 4.1901, -1.7558], [-0.3391, 3.3923, -3.2374], [-0.8485, -2.8671, 0.5246], [-0.2389, 0.0259, 2.7064], [-1.3651, -1.8610, 1.7417], [1.5666, -0.2234, 0.1397], [-0.5963, 0.3893, 1.7449], [1.9858, -0.6313, -1.1773], [-1.6234, 0.6271, 1.7043], [-0.2230, -0.6308, 0.6716], [-0.0504, 3.2522, -2.2358]],
  "e_above_lowest_kcal_mol": 144.1,
  "lumo_energy_ev": [-0.304, -0.287],
  "homo_ev": [-9.4, -6.9],
  "spin_multiplicity": 1,
  "gap_ev": [9.144, 6.602]
}

{
  "formula": "C4H6N2O",
  "method": "ωB97M-V/def2-TZVPD",
  "species": ["N", "H", "C", "C", "H", "O", "C", "C", "H", "H", "H", "N", "H"],
  "coordinates": [[1.0586, 1.0866, -0.0622], [-1.0683, 2.4229, 0.0243], [0.9545, -1.1630, -0.0432], [-0.2843, -0.6907, -0.0306], [1.5072, -2.0618, 0.1263], [-1.3169, 1.5099, 0.0228], [-1.6415, -1.3461, 0.0210], [-0.2061, 0.7368, -0.0112], [-1.3795, -2.4502, -0.2761], [-2.0681, -1.2128, 0.9863], [2.8608, -0.1346, -0.1819], [1.7992, -0.0752, 0.1060], [-2.2563, -0.9449, -0.7844]],
  "e_above_lowest_kcal_mol": 42.6,
  "lumo_energy_ev": 0.953,
  "smiles": "Cc1c[nH]nc1O",
  "homo_ev": -8.8,
  "spin_multiplicity": 1,
  "gap_ev": 9.793
}

{
  "formula": "C7H11N3",
  "method": "ωB97M-V/def2-TZVPD",
  "species": ["H", "H", "H", "N", "H", "C", "C", "H", "C", "C", "N", "H", "C", "H", "C", "C", "H", "H", "H", "H", "N"],
  "coordinates": [[-2.9810, -0.0137, 0.8581], [-2.5782, 0.5503, -0.7722], [1.6592, 1.9925, 3.0629], [-0.3230, 1.9149, 2.6163], [0.8442, -1.7043, -0.7075], [2.3410, 0.2710, 0.8830], [-1.0101, -0.3516, 0.2511], [1.1373, -1.0146, -2.9635], [-0.2748, 0.4007, 1.0083], [1.1532, 0.7026, 1.3317], [-1.0550, 1.2568, 1.9133], [2.6242, -0.4909, 0.2784], [-2.4677, -0.2781, -0.0705], [-0.4513, -0.7538, -3.3666], [-0.0928, -1.3401, -1.2629], [0.2987, -0.6232, -2.5173], [-2.6299, -1.2799, -0.5771], [0.4419, 0.4413, -2.3246], [-0.8235, -2.0691, -1.3971], [3.1929, 0.6931, 1.3833], [0.9947, 1.6960, 2.3732]],
  "e_above_lowest_kcal_mol": 91.7,
  "lumo_energy_ev": 0.304,
  "homo_ev": -8.1,
  "spin_multiplicity": 1,
  "gap_ev": 8.441
}

{
  "formula": "C4H13N2",
  "method": "ωB97M-V/def2-TZVPD",
  "species": ["H", "H", "N", "H", "H", "H", "H", "C", "H", "H", "C", "H", "H", "H", "C", "N", "C", "H", "H"],
  "coordinates": [[-2.0945, 0.4644, -1.1765], [1.8932, -1.7083, 1.9597], [1.3314, -0.8640, 1.8806], [-1.0698, -1.4080, 0.2084], [0.4409, 0.3453, -2.6067], [1.7831, -0.2176, 3.7526], [-0.8246, 0.9867, 0.8592], [-1.0172, 0.2972, -1.1736], [0.8505, -0.6824, 0.9950], [0.3306, -1.3774, -0.9352], [-0.7386, -1.1651, -0.8033], [0.6768, 1.1862, -0.1310], [-1.2658, -1.8375, -1.4809], [0.6756, 0.8823, 2.6935], [1.2563, -0.0217, 2.8258], [-0.5151, 0.6726, -2.4945], [-0.4181, 1.2375, -0.1302], [-0.6778, 2.2774, -0.3163], [-1.0507, 0.1935, -3.2134]],
  "e_above_lowest_kcal_mol": 46.6,
  "lumo_energy_ev": -5.683,
  "homo_ev": -12.6,
  "spin_multiplicity": 1,
  "charge": 1,
  "gap_ev": 6.880
}

{
  "formula": "C5H6O2S",
  "method": "ωB97M-V/def2-TZVPD",
  "species": ["C", "H", "O", "C", "H", "H", "H", "H", "H", "S", "C", "O", "C", "C"],
  "coordinates": [[-1.4648, -0.9421, 0.2763], [1.5055, 0.9986, -1.7236], [-0.3520, -1.6257, 0.6127], [0.8932, 0.9535, -0.7984], [0.9017, 1.9602, -0.3412], [1.4947, -1.7610, 1.3823], [2.5231, 0.1289, 0.4068], [-2.3097, 0.8664, -0.4542], [-0.9825, 1.1167, 0.7469], [-2.8957, -1.7026, 0.3670], [1.4954, -0.0333, 0.1421], [-0.4133, 0.6420, -1.2022], [-1.3122, 0.5016, -0.1257], [0.9166, -1.1032, 0.7113]],
  "e_above_lowest_kcal_mol": 37.9,
  "lumo_energy_ev": 0.061,
  "smiles": "S=C1COCC=CO1",
  "homo_ev": -8.9,
  "spin_multiplicity": 1,
  "gap_ev": 8.964
}

{
  "formula": "C2H6N3O2",
  "method": "ωB97M-V/def2-TZVPD",
  "species": ["C", "N", "H", "H", "O", "C", "H", "H", "H", "O", "N", "H", "N"],
  "coordinates": [[1.7315, -1.4631, 0.4382], [1.7683, -0.1927, 0.4711], [0.7471, -1.9141, 0.4341], [-1.7458, 0.4510, 0.5654], [4.1224, -0.7810, -0.7454], [-1.0983, 1.0700, -0.0436], [2.5837, -2.1395, 0.4127], [-0.0662, 0.7844, 0.1254], [-1.2386, 2.1084, 0.2281], [4.9390, 0.9909, 0.1992], [2.8602, 0.5568, 0.5345], [-1.3515, 0.9293, -1.0886], [3.9929, 0.2086, 0.0044]],
  "e_above_lowest_kcal_mol": 142.0,
  "lumo_energy_ev": 4.059,
  "homo_ev": -3.8,
  "spin_multiplicity": 1,
  "charge": -1,
  "gap_ev": 7.848
}

{
  "formula": "C42H55BaClF6IN5O5SSbSi",
  "method": "ωB97M-V/def2-TZVPD",
  "species": ["C", "C", "C", "C", "O", "H", "H", "C", "H", "C", "C", "N", "N", "H", "C", "O", "H", "H", "C", "C", "H", "H", "F", "Sb", "H", "H", "H", "H", "H", "N", "O", "F", "S", "H", "C", "C", "C", "Ba", "C", "H", "H", "C", "H", "H", "C", "O", "H", "H", "H", "C", "H", "H", "H", "C", "C", "C", "N", "C", "F", "H", "H", "C", "H", "H", "H", "H", "H", "H", "C", "H", "H", "H", "C", "N", "C", "H", "Cl", "C", "F", "C", "C", "H", "H", "F", "C", "H", "C", "C", "C", "C", "H", "C", "Si", "C", "C", "I", "C", "H", "H", "H", "H", "C", "H", "O", "H", "H", "H", "H", "F", "C", "H", "H", "H", "C", "C", "H", "C", "H", "H"],
  "coordinates": [[-0.7330, -3.4805, 1.9675], [-0.4350, -4.9023, -2.9370], [-4.0166, -0.0105, 3.3280], [3.1110, 2.5405, -0.2573], [-3.6194, 1.2881, 2.7967], [-5.3486, -1.6045, 2.7372], [6.1903, -0.0522, -0.4687], [-2.9648, -4.2163, 2.3866], [-0.7342, -1.0928, -2.0583], [6.1931, 0.1052, -1.5543], [-1.0451, 4.3023, 3.3378], [0.2460, -2.7890, 1.8455], [1.9370, 1.9678, -0.6807], [-3.4046, 5.5183, 0.0578], [-0.7587, -3.1028, -4.6648], [-0.9951, 2.0621, 2.3828], [3.0476, 5.3757, -2.1277], [-1.6255, -4.6420, -1.1373], [3.8728, 1.7779, 0.7347], [0.6757, -2.6256, -2.6056], [-3.8397, 0.6892, 5.3534], [-3.0861, -1.8708, 3.9212], [2.7622, -2.1614, 1.8110], [1.5128, -2.2175, 3.4254], [2.9874, -3.5123, -3.9770], [0.3421, -4.9495, -4.9639], [-0.1240, 2.9130, 5.5368], [-2.5840, -4.9583, -2.5942], [-4.5750, 2.0184, -0.7299], [1.7512, -1.8602, -2.0006], [-2.0762, 1.0945, -2.3304], [2.7533, -3.5735, 3.7404], [-2.0265, 0.3351, 0.2152], [0.2957, -1.2525, -4.2140], [5.2861, -0.8936, -2.2518], [-4.6044, 0.2670, 4.6912], [-1.8673, -2.9132, -2.4332], [1.6316, -0.7627, 0.6099], [3.5574, 3.7867, -0.7575], [6.5311, -3.4487, -5.0924], [-3.3771, 4.2431, -1.1823], [1.2093, 2.5943, -1.5732], [-2.3901, -1.1492, 2.4541], [0.8681, -4.3205, -1.2912], [3.0212, -1.9006, -2.4789], [3.4613, 0.6232, 1.1273], [7.2251, 0.0181, -1.9106], [-0.5363, 4.9773, 4.0313], [-1.6791, 2.2256, 4.9922], [0.4567, -2.3350, -4.1114], [-5.4355, 0.9772, 4.6070], [-4.5296, 5.1080, 2.2528], [-5.9693, 0.0346, 2.4003], [-1.7040, -4.4246, -2.2117], [2.7369, 4.4236, -1.7197], [-2.0270, -2.6368, -3.9346], [-4.0742, -4.2543, 2.7345], [-5.1036, 4.2838, 1.8111], [0.9062, -0.3917, 2.6036], [-6.0717, 4.6676, 1.4658], [1.7045, -4.5422, -2.8255], [-5.1411, 2.5302, 0.0415], [-0.9819, 4.7145, 2.3224], [-4.8977, 5.1199, -0.8423], [-0.5384, -2.3563, -0.8188], [6.8338, -1.6784, -3.5629], [-5.4249, 1.7943, 0.8082], [-2.9088, -3.1648, -4.3233], [5.4552, -3.5853, -4.9445], [-0.1750, 1.2907, 4.8046], [-2.0094, -0.4728, 4.0441], [1.2139, 3.4206, 2.0545], [4.7804, 4.3164, -0.2722], [-1.7011, -4.2590, 1.9507], [-0.5630, -4.6116, -4.4416], [0.2916, 2.1018, -1.8951], [5.3913, 5.8535, -0.8887], [-5.0737, -0.5990, 2.4084], [0.4719, -3.6269, 4.2117], [1.0780, 3.0142, 3.0654], [-4.3275, 3.6692, 0.6572], [1.3461, -2.5815, -4.6907], [-1.4144, -5.1663, -4.8609], [2.8065, -1.1358, 4.2234], [5.7863, -1.7373, -3.2632], [-5.2741, 3.5253, 2.5859], [-0.6223, -2.1760, -1.9058], [-3.9846, 4.7050, -0.3944], [-2.8076, -0.9231, 3.4478], [5.4986, 3.6431, 0.6707], [-4.6928, -0.6761, 1.3848], [4.9292, -2.6560, -3.8665], [-2.4666, 1.8165, 1.7857], [3.9582, -0.9766, -1.8937], [5.0511, 2.4052, 1.1737], [6.1748, 1.3987, 2.6046], [1.5753, 3.8356, -2.1234], [-6.0516, 2.9333, -0.4151], [1.5954, 3.6601, 3.7838], [-0.3112, -5.9772, -2.7849], [5.2794, -4.6349, -4.6816], [-0.6036, 2.2953, 4.7662], [-4.9752, -0.6660, 5.1333], [-3.0639, 3.2214, 1.2049], [1.5290, 2.0161, 3.1054], [3.5750, -0.3157, -1.1260], [-2.1792, -1.5610, -4.1002], [-2.1089, 4.2448, 3.6182], [0.4529, -1.3751, 4.7456], [-2.2337, 1.3454, -1.2316], [6.4262, 4.0689, 1.0322], [-2.7524, -2.5522, -1.8967], [4.9566, -3.4034, -5.9041], [0.7884, -4.1539, -2.3746], [3.5859, -2.7483, -3.4909], [0.9362, 4.3051, -2.8630], [-0.3951, 2.9258, 3.3996], [5.8598, 1.1356, -1.7263], [-0.8594, -2.9071, -5.7358]],
  "e_above_lowest_kcal_mol": 107.9,
  "lumo_energy_ev": [3.525, 3.322],
  "homo_ev": [-1.5, -1.5],
  "spin_multiplicity": 2,
  "charge": -2,
  "gap_ev": [5.031, 4.827]
}

Looking at electronic energy for the records above, in order, we have -131653.8012, -31341.1931, -83312.1226, -9271.6542, -11902.7134, -7331.4654, -20210.5636, -10733.0935, -125019.6358 eV.